C66H43CoF15GeN6O6S4 | ωB97M-V with the def2-TZVPD basis set

Each line ends with the Mulliken charge.
Atoms and positions in Å:
Co 0.777699 0.372621 0.669361  0.0132
C 0.235625 -12.469321 4.909974  -0.8373
O -0.354355 -11.315676 5.474320  -0.4645
C -0.190777 -10.131025 4.844052  0.9089
C -0.782292 -9.028521 5.468056  -0.5933
C -0.665405 -7.772928 4.922833  -0.5181
C 0.046011 -7.571722 3.733673  0.3347
C 0.622142 -8.675515 3.114892  -0.7474
C 0.509777 -9.945894 3.658058  -0.6454
C 0.149469 -6.220898 3.199196  0.2733
N -0.403158 -5.161872 3.745939  -0.8927
C -0.086158 -4.110702 2.939230  0.5584
C 0.686265 -4.541111 1.866397  0.0914
N 0.827477 -5.891017 2.053953  -0.1462
C 1.142096 -3.674593 0.832302  0.4495
C 1.882162 -4.042043 -0.298838  -1.3742
C 2.206300 -3.069644 -1.216731  -0.6993
C 1.790475 -1.755284 -1.016040  -0.8435
N 1.104827 -1.377697 0.048489  0.9978
C 0.782294 -2.320017 0.966741  0.4443
C 0.002038 -1.862824 2.078646  -0.0481
N -0.292321 -0.545024 2.085262  0.8142
C -1.048851 -0.065855 3.049898  -0.3271
C -1.559105 -0.870194 4.071366  -1.3302
C -1.262219 -2.214331 4.093148  -0.6168
C -0.460209 -2.738156 3.074182  0.7694
H -0.011626 -13.283537 5.585771  0.2442
H 1.322436 -12.368673 4.843451  0.3400
H -0.174634 -12.682479 3.919025  0.3378
H -1.322384 -9.199165 6.388849  0.4193
H -1.116103 -6.916338 5.402059  0.4873
H 1.175866 -8.566359 2.190969  0.2297
H 0.976469 -10.776986 3.148812  0.4005
H 1.333327 -6.529063 1.466434  0.2017
H 2.179436 -5.070000 -0.456930  0.4717
H 2.780265 -3.315865 -2.097944  0.3819
H 2.002414 -0.985239 -1.745240  0.3050
H -1.262305 0.994869 3.009546  0.4330
H -2.181144 -0.423664 4.833419  0.5373
H -1.633563 -2.875610 4.863513  0.6211
S -2.180074 -1.100400 -0.770971  -0.4451
C -2.905724 0.087666 -1.711944  0.3006
N -4.083621 -0.175601 -2.337620  0.1070
C -4.829442 0.950621 -2.863571  -0.7171
C -3.878410 1.820998 -3.654849  -0.9183
N -2.784771 2.247412 -2.808774  0.3431
C -2.336845 3.621489 -2.971925  -1.3258
C -3.351894 4.577129 -2.389360  0.4423
C -3.621257 4.532200 -1.023301  0.1431
C -4.591146 5.351780 -0.472102  -0.8478
C -5.299825 6.232559 -1.278121  -0.5101
C -5.039627 6.278747 -2.637993  -0.7610
C -4.070648 5.453177 -3.192163  -0.1938
C -2.274275 1.399231 -1.885072  -0.0808
S -0.939041 1.901423 -0.959224  -0.4474
C -4.801751 -1.420997 -2.136306  -1.5864
C -5.927761 -1.312782 -1.134503  0.7674
C -5.665084 -1.033566 0.204513  -0.0420
C -6.704847 -0.965782 1.117970  -0.7795
C -8.012803 -1.177031 0.704946  -0.3865
C -8.281487 -1.445634 -0.627294  -0.6214
C -7.241731 -1.507385 -1.543204  -0.3813
H -5.281016 1.534395 -2.051497  0.2689
H -5.623393 0.576722 -3.510548  0.5418
H -4.405016 2.702879 -4.019346  0.4840
H -3.491690 1.259658 -4.515027  0.3352
H -2.197052 3.818692 -4.037294  0.4264
H -1.380710 3.715757 -2.458290  0.4753
H -3.066108 3.839841 -0.402449  0.3232
H -4.794031 5.303261 0.589428  0.4665
H -6.055700 6.874848 -0.846593  0.4065
H -5.593582 6.957710 -3.272280  0.3948
H -3.877332 5.494899 -4.257679  0.4259
H -4.072282 -2.151162 -1.787661  0.4677
H -5.199530 -1.742579 -3.103044  0.4984
H -4.643820 -0.879071 0.527315  0.4472
H -6.492135 -0.758486 2.158298  0.4078
H -8.821194 -1.133706 1.422143  0.3798
H -9.298284 -1.612845 -0.956445  0.3707
H -7.450089 -1.716602 -2.585905  0.3444
F 4.645133 -0.976227 -2.044289  -0.3558
C 4.218346 -1.041567 -3.320926  0.6484
C 3.663229 0.097897 -3.876304  -0.4008
C 3.281069 0.014915 -5.204062  0.2607
F 2.820726 1.083421 -5.856656  -0.2767
C 3.380883 -1.169032 -5.921686  0.1916
F 2.958030 -1.228913 -7.185236  -0.3114
C 3.913425 -2.297981 -5.322171  0.6621
F 4.002720 -3.439118 -6.000666  -0.3145
C 4.357733 -2.230970 -4.011303  -0.1660
F 4.889032 -3.310883 -3.426003  -0.3913
Ge 3.444937 1.655943 -2.588280  2.1177
S 2.250069 1.701307 -0.819339  -0.7255
C 5.381952 2.093563 -2.287162  0.0231
C 6.221397 2.246417 -3.376354  0.4131
F 5.707695 2.092894 -4.608665  -0.3672
C 7.565433 2.544625 -3.247524  0.1511
F 8.354581 2.662430 -4.318623  -0.3119
C 8.099489 2.713320 -1.979658  0.7365
F 9.390116 3.000687 -1.829354  -0.3079
C 7.287570 2.571942 -0.867990  -0.1130
F 7.799712 2.725628 0.355619  -0.3067
C 5.946578 2.258332 -1.033855  -0.4010
F 5.215539 2.102165 0.065704  -0.2605
C 2.686355 3.116715 -3.721091  -0.8107
C 1.439265 2.883602 -4.274893  0.6767
F 0.892717 1.665950 -4.121949  -0.4950
C 0.749741 3.846692 -4.983300  0.0769
F -0.441577 3.579463 -5.535177  -0.4361
C 1.301528 5.113101 -5.107840  0.6527
F 0.638012 6.064425 -5.763168  -0.3348
C 2.533672 5.389216 -4.539511  0.0336
F 3.053916 6.613480 -4.648665  -0.3104
C 3.207700 4.387496 -3.857350  0.3324
F 4.400733 4.669268 -3.316085  -0.3053
C 4.905929 -0.806786 2.049964  -1.0596
S 3.703175 0.564271 2.317677  0.8903
C 3.742111 0.361900 4.127368  -1.1701
O 2.438441 -0.153191 1.912095  -0.3702
H 5.858191 -0.522671 2.494170  0.4676
H 5.021665 -0.954380 0.978607  0.0485
H 4.519661 -1.717927 2.501365  0.4020
H 4.753942 0.550800 4.480419  0.4563
H 3.424628 -0.650712 4.364778  0.3279
H 3.056457 1.090557 4.545039  0.2831
O 2.105420 2.674487 2.869981  -0.8837
C 1.023264 2.836022 2.306081  -0.4682
O 0.434420 2.049478 1.494630  1.2374
C 0.235171 4.074152 2.657661  0.1696
C -1.030874 4.285372 2.133380  -0.0697
C -1.805754 5.376248 2.528365  -1.1569
C -1.256153 6.228220 3.453933  1.2145
O -1.808463 7.343407 4.027805  -0.5227
C -0.801604 7.894648 4.861793  -0.2767
O 0.332216 7.047568 4.834437  -0.5028
C 0.031040 6.040552 3.950089  0.8345
C 0.799537 4.972616 3.572812  -1.1023
H -1.399685 3.577541 1.403667  0.0646
H -2.794956 5.550174 2.130415  0.3662
H -1.175001 7.980942 5.888392  0.2400
H -0.531184 8.893264 4.495820  0.2470
H 1.797723 4.811181 3.950700  0.5540

Atomic forces in eV per Å
0.52 1.27 0.36
0.03 -0.05 -0.05
-0.06 0.04 0.06
-0.01 0.22 -0.01
0.02 -0.13 0.01
0.06 0.03 -0.08
0.04 -0.37 0.06
-0.08 0.25 0.08
0.06 -0.27 -0.01
-0.04 0.40 -0.07
-0.13 -0.16 0.23
0.46 -0.32 -0.55
-0.38 0.32 0.48
0.01 -0.19 0.01
-0.01 0.27 -0.11
0.00 0.29 -0.07
-0.01 -0.38 0.07
-0.15 0.26 -0.12
0.10 -1.13 -0.39
0.11 -0.27 -0.29
-0.41 0.04 0.51
0.06 -0.27 -0.18
0.00 0.26 -0.13
0.00 -0.29 0.10
-0.02 0.21 -0.03
0.08 0.18 -0.31
0.03 -0.02 -0.05
-0.02 0.00 0.00
0.02 0.01 0.01
-0.03 0.05 0.02
-0.03 0.01 0.04
0.02 -0.01 -0.03
-0.01 -0.02 0.02
-0.01 0.01 0.00
0.06 -0.03 -0.01
-0.03 0.00 -0.01
0.01 0.05 0.12
0.08 0.03 -0.05
0.00 0.02 0.01
-0.02 0.01 0.04
0.08 0.61 -0.37
-0.39 -2.65 0.49
0.61 0.80 0.50
-0.04 0.30 -0.32
-0.30 -0.17 -0.18
-0.23 -0.76 0.28
0.06 0.30 -0.06
-0.04 -0.11 -0.03
-0.04 -0.01 0.01
0.05 -0.02 0.03
-0.04 0.00 -0.03
-0.04 0.08 0.02
0.04 -0.02 0.01
1.73 2.42 0.32
-1.32 -0.92 -0.51
-0.14 -0.27 0.03
-0.03 0.05 -0.15
-0.01 0.04 0.04
0.03 0.00 -0.02
-0.07 0.00 0.02
-0.04 -0.02 0.00
0.07 0.00 0.03
-0.05 -0.09 -0.06
0.00 0.00 0.04
0.03 0.00 0.02
-0.04 0.09 -0.01
-0.02 -0.06 0.07
-0.02 0.03 -0.15
0.02 0.00 0.05
-0.02 0.02 0.03
-0.01 0.01 0.00
-0.01 0.02 -0.02
0.05 -0.02 -0.02
-0.08 0.01 -0.16
0.02 0.07 0.01
0.02 -0.02 0.00
0.00 0.02 0.02
-0.02 0.01 0.02
-0.03 0.02 0.01
-0.01 -0.02 -0.02
0.02 -0.29 0.00
-0.07 0.25 -0.11
-0.21 0.09 0.57
0.11 -0.12 0.18
-0.04 -0.07 -0.13
-0.03 0.08 -0.01
0.06 -0.03 -0.01
-0.02 0.09 0.07
0.03 0.01 0.00
0.02 0.03 0.06
0.01 -0.05 -0.02
0.32 0.34 -0.44
0.16 -0.18 -0.03
-0.39 -0.07 0.04
-0.10 -0.08 0.22
0.18 0.11 -0.11
0.00 -0.03 -0.11
-0.01 0.03 -0.01
-0.12 -0.02 0.05
0.01 0.00 -0.03
-0.05 -0.02 -0.02
0.04 -0.01 -0.01
0.07 -0.04 -0.25
0.11 0.04 0.19
-0.04 -0.17 0.17
0.25 0.03 0.14
-0.24 0.11 -0.12
0.02 -0.06 0.10
0.00 0.02 -0.08
0.05 -0.06 0.08
0.00 0.00 -0.02
0.04 0.03 0.02
-0.01 0.00 -0.03
-0.07 -0.31 -0.02
-0.03 0.26 -0.08
-0.08 0.70 -0.05
0.50 -1.34 0.42
-0.08 0.37 -0.39
-0.18 0.04 0.18
0.11 -0.05 -0.04
-0.03 0.12 -0.07
-0.12 0.06 0.10
0.04 0.02 0.02
0.00 -0.07 -0.07
-0.07 0.09 -0.01
0.16 -0.34 -0.11
0.17 0.22 0.42
-0.38 0.05 -0.19
-0.07 -0.01 -0.07
0.12 -0.07 0.02
-0.13 0.19 0.10
0.39 -0.08 0.08
-0.14 -0.13 -0.16
-0.02 0.61 0.31
0.10 -0.18 -0.03
-0.35 -0.08 -0.23
-0.03 0.17 0.09
-0.05 -0.01 0.00
-0.04 0.00 -0.02
-0.01 -0.14 -0.09
0.03 -0.14 -0.07
0.01 -0.06 0.02

Values from the calculation:
- Electronic energy: -268612.1960 eV
- E_HOMO (spin up / spin down): -7.45 / -7.44 eV
- Maximum force: 3.0 eV/Å
- HOMO-LUMO gap (spin up / spin down): 6.596 / 6.582 eV
- Spin multiplicity: 2